DFT (ωB97M-V/def2-TZVPD) results for a molecular structure, C16H11BF10N2O5RuS at a distorted geometry.

Atoms and positions in Å:
1 Ru -0.399784 0.555623 1.450778
2 S -0.895926 0.259205 3.882195
3 C -1.683153 -1.098596 3.231709
4 C -2.434510 -2.080747 3.897791
5 C -2.975859 -3.097113 3.150892
6 C -2.792159 -3.130234 1.759660
7 C -2.062858 -2.127437 1.171264
8 N -1.519592 -1.153492 1.910931
9 H -2.576449 -2.008956 4.966918
10 H -3.557711 -3.871555 3.636443
11 H -3.216280 -3.917606 1.154148
12 H -1.899161 -2.062360 0.105526
13 O 0.464943 1.413866 -0.485682
14 C -0.233282 0.638633 -1.177688
15 O -0.960762 -0.231813 -0.635903
16 C -0.180766 0.742985 -2.669499
17 C 0.625545 1.701369 -3.270144
18 C 0.688433 1.796675 -4.653875
19 C -0.063548 0.942128 -5.443376
20 C -0.863381 0.000021 -4.822366
21 C -0.934605 -0.121099 -3.449665
22 N -1.670031 -0.909560 -5.664076
23 O -1.602066 -0.773413 -6.871356
24 O -2.354291 -1.741877 -5.106165
25 H 1.193347 2.364932 -2.631716
26 H 1.324292 2.537082 -5.120353
27 H -0.041563 0.995048 -6.521785
28 H -1.557942 -0.869050 -2.982873
29 F -2.738955 4.005057 1.661760
30 B -2.093403 2.849266 1.308832
31 F -0.732179 2.845095 1.861559
32 F -2.687297 1.684670 1.856018
33 F -2.008454 2.667245 -0.071233
34 C 2.907245 1.485075 1.334675
35 C 2.568419 0.082950 1.850240
36 O 1.281812 -0.096734 2.301176
37 C 3.467629 -0.176747 3.084315
38 F 4.782074 -0.122596 2.762154
39 F 3.257507 -1.360568 3.670148
40 F 3.255562 0.764693 4.019191
41 C 2.919341 -0.961688 0.749877
42 F 4.069883 -0.676138 0.101240
43 F 1.956205 -1.006890 -0.181119
44 F 3.047559 -2.211195 1.226509
45 H 2.636798 2.202434 2.108002
46 H 2.324090 1.693109 0.445872
47 H 3.965282 1.580305 1.099044

Atoms 1-2, force components in eV/Å:
-0.86 -2.02 2.99
-0.10 0.82 -0.70

The HOMO-LUMO gap (alpha / beta) is 7.00 / 6.95 eV. As for the calculated total energy: -2618.897896 Ha. The energy relative to the best compared isomer or geometry (same formula, charge and spin) comes out at 47.9 kcal per mole. Its multiplicity is 2. The charge is -1. The lowest unoccupied orbital energy (alpha / beta) comes out at 1.532 / 1.531 eV.

Mulliken population analysis, charges in e, atoms 1 to 2:
1. Ru 0.754
2. S -0.335

=====

DFT (ωB97M-V/def2-TZVPD) results for 2 unconnected molecules or ions with the total composition C16H11F4O4 at a distorted geometry.

Atoms and positions in Å:
1 F -2.354113 1.084286 3.037836
2 C -1.204247 0.390311 2.905661
3 C -1.177235 -0.959228 2.975190
4 F -2.305863 -1.685190 3.084584
5 C 0.073879 -1.708039 2.882530
6 O 0.110224 -2.926943 2.685627
7 C 1.276381 -0.900610 3.073686
8 F 2.426703 -1.573654 3.274632
9 C 1.243567 0.446872 3.008781
10 F 2.340293 1.194793 3.247883
11 C 0.012081 1.178491 2.721637
12 O 0.000694 2.388656 2.457196
13 C 4.541895 2.627657 -1.595937
14 C 3.570485 3.535533 -0.884095
15 O 2.319744 2.840140 -0.777647
16 C 1.354635 3.633676 -0.203140
17 C 0.063728 2.968950 -0.251494
18 C -1.135939 3.679370 -0.163760
19 C -1.244812 4.900934 0.579450
20 C -2.469348 5.555469 0.682749
21 C -3.602027 5.044961 0.028208
22 C -3.511474 3.882222 -0.748057
23 C -2.316485 3.177284 -0.811245
24 O 1.637036 4.742773 0.253149
25 H 5.518125 3.114223 -1.626220
26 H 4.652655 1.672718 -1.077022
27 H 4.234803 2.420792 -2.627548
28 H 3.918907 3.779077 0.130129
29 H 3.430484 4.464762 -1.457715
30 H 0.069226 1.921317 -0.533521
31 H -0.338612 5.264085 1.059528
32 H -2.528508 6.456245 1.287253
33 H -4.559342 5.560278 0.133059
34 H -4.388003 3.510450 -1.285182
35 H -2.228426 2.248072 -1.383813

Atoms 1-2, force components in eV/Å:
0.72 -0.61 -0.35
-0.88 -0.11 0.07

The HOMO-LUMO gap is 3.60 eV. As for the calculated total energy: -1316.691972 Ha. The charge is -1. The lowest unoccupied orbital energy comes out at 0.713 eV.

Mulliken population analysis, charges in e, atoms 1 to 2:
1. F -0.295
2. C 0.266

=====

What is the formula in the first record?
C16H11BF10N2O5RuS